Record 1
The following is a quantum chemistry calculation of a molecular structure, C22H20BrCuN at a distorted geometry, from OMol25.

As for the net charge: -2. Its expectation value of S² is 0.76. The calculation puts the frontier orbital gap (spin up / spin down) at 5.885 / 4.162 eV. As for the spin multiplicity: 2. Its electronic energy is -139308.9605 eV. The molar mass is 441.9 g mol⁻¹. For the HOMO energy (spin up / spin down), the calculation gives -0.029 / 0.003 Ha. For the largest force on an atom, the calculation gives 0.032 Eh/bohr.

Geometry as XYZ:
```
45
Properties=species:S:1:pos:R:3:forces:R:3
C -2.1818 -0.5757 -1.3768 -0.62 0.23 0.31
C -2.5297 -1.0931 -0.0859 -0.73 0.44 -0.02
C -2.7530 0.0036 0.7895 -0.01 -0.19 -0.12
H -2.6351 -2.1507 0.1834 0.01 0.49 -0.22
C -2.3981 1.1975 0.1004 -0.71 -0.50 -0.52
C -2.1175 0.8696 -1.2690 -0.66 -0.24 0.26
H -1.9389 1.5634 -2.0907 -0.03 -0.23 0.27
H -2.0917 -1.1503 -2.2915 0.11 0.12 0.12
H -3.1731 -0.0526 1.8138 0.74 0.00 -0.67
H -2.3946 2.1922 0.5277 -0.04 -0.05 -0.08
Cu -0.3538 0.0796 -0.6368 1.24 0.02 1.05
Br 1.5111 -0.4032 -1.9229 0.25 0.02 -0.14
C 1.9072 1.0749 -4.5691 -0.72 0.19 -0.70
C 0.8314 1.8686 -5.0506 0.47 -0.83 0.06
C -0.1670 0.9888 -5.5802 0.72 -0.47 0.36
H 0.7902 2.9564 -5.0366 -0.05 -0.23 0.06
C 0.2935 -0.3509 -5.4133 0.49 0.65 0.09
C 1.5778 -0.3065 -4.7962 -0.65 0.50 -0.68
H 2.1976 -1.1708 -4.5782 -0.06 0.23 -0.02
H 2.8128 1.4444 -4.0953 -0.19 -0.09 -0.08
H -1.1018 1.2913 -6.0497 0.15 -0.06 0.15
H -0.2256 -1.2598 -5.7112 0.03 0.21 0.08
C 0.8353 3.2144 3.6696 -0.01 0.35 -0.22
C 0.5364 3.3851 2.3016 0.12 -0.50 0.16
C 0.5361 2.3073 1.4280 -0.09 0.19 0.22
C 0.7958 1.0016 1.9253 -0.60 -0.95 0.23
C 1.3815 0.9020 3.2206 -0.13 0.39 0.22
C 1.3159 1.9779 4.1075 -0.01 -0.08 -0.59
N 0.3971 -0.0847 1.2092 0.48 0.41 -0.72
C 0.3617 -1.3921 1.6639 0.33 0.08 0.64
C 0.7946 -2.4396 0.8088 0.10 0.17 0.23
C 0.8163 -3.7529 1.2620 -0.53 0.41 0.35
C 0.3034 -4.0507 2.5373 0.44 -0.43 0.14
C -0.1187 -3.0390 3.4071 -0.03 0.28 -0.65
C -0.1136 -1.7182 2.9636 0.21 -0.19 -0.42
H 0.6945 4.0430 4.3637 0.18 -0.13 -0.12
H 0.2671 4.3601 1.9032 -0.03 -0.02 0.18
H 0.2177 2.4273 0.3862 0.19 -0.08 0.43
H 1.7824 -0.0589 3.5319 -0.20 0.16 0.07
H 1.6222 1.8516 5.1468 0.03 0.00 -0.20
H 1.1327 -2.1619 -0.1993 -0.07 -0.25 0.62
H 1.2374 -4.5359 0.6230 -0.33 0.18 0.22
H 0.2769 -5.0900 2.8613 0.07 0.12 0.06
H -0.4506 -3.2529 4.4260 -0.03 -0.12 -0.34
H -0.4819 -0.9100 3.5920 0.13 -0.19 -0.07
```
Forces are in eV/Å.

Record 2
The following is a quantum chemistry calculation of 2 unconnected molecules or ions with the total composition FH2PS at a distorted geometry, from OMol25.

The calculation puts the frontier orbital gap (spin up / spin down) at 6.116 / 6.121 eV. Its electronic energy is -22869.6800 eV. The molar mass is 84.1 g mol⁻¹. For the HOMO energy (spin up / spin down), the calculation gives -0.331 / -0.332 Ha. For the largest force on an atom, the calculation gives 0.051 Eh/bohr.

Geometry as XYZ:
```
5
Properties=species:S:1:pos:R:3:forces:R:3
F -3.2661 -0.8551 0.6040 -0.27 0.39 -0.29
P -0.0595 0.8063 -0.2707 -1.22 1.12 -2.03
S -3.3643 0.4689 -0.3586 2.36 -0.44 0.33
H 0.4364 0.5224 -1.7142 -0.88 0.01 1.98
H 0.2475 -0.4234 0.2613 0.00 -1.08 0.01
```
Forces are in eV/Å.